{"formula": "C5H9N2O2", "method": "wB97M-V/def2-TZVPD", "elements": ["C", "C", "C", "N", "N", "O", "C", "C", "O", "H", "H", "H", "H", "H", "H", "H", "H", "H"], "coordinates": [[-1.3212, -0.8670, 0.1978], [-0.3109, 0.1108, -0.4994], [0.9033, -0.7942, -0.7950], [-0.0208, 1.2122, 0.2786], [1.0647, 1.3812, 0.8721], [1.4855, 2.5609, 1.4890], [0.5313, 3.4285, 1.9216], [0.8270, 4.2360, 2.9210], [0.8825, 5.0161, 3.7547], [-0.9388, -1.0800, 1.2456], [-2.2814, -0.4341, 0.0752], [-1.2825, -1.8374, -0.1390], [-0.6542, 0.7461, -1.3955], [0.5595, -1.4420, -1.4880], [1.3103, -1.2124, 0.2113], [1.7555, -0.0709, -1.2111], [1.8502, 0.6475, 0.7705], [-0.2551, 3.8815, 1.3785]], "forces_ev_per_a": [[1.04, 2.56, 1.74], [0.87, -2.37, -1.64], [3.01, 4.83, 2.77], [1.90, 3.76, 4.20], [-0.82, -1.51, -1.51], [0.49, -2.20, -1.46], [-0.47, 0.56, 0.62], [-0.14, 0.19, 0.96], [0.33, -0.02, 0.11], [-0.88, 1.07, -0.79], [-1.10, -0.02, 0.72], [0.08, -1.93, -1.87], [-0.17, -1.81, 0.61], [-0.31, -2.58, -2.06], [-0.83, 0.03, -1.93], [-1.48, -1.91, 0.41], [-0.86, 1.64, 0.46], [-0.67, -0.29, -1.31]], "nbo_charge": [-0.5826, -0.1192, -0.6194, 0.0040, 0.1048, -0.2458, -0.2964, 0.7291, -0.3301, 0.2287, 0.2439, 0.2410, 0.2752, 0.2486, 0.2131, 0.2091, 0.4336, 0.2625], "spin_multiplicity": 1, "gap_ev": [7.8, 7.8], "mol_weight_g_mol": 129.1, "smiles": "CC(C)/N=[NH+]/OC=C=O", "de_lowest_kj_mol": 781.4, "total_charge": 1}

{"formula": "C5H9N2O5", "method": "wB97M-V/def2-TZVPD", "elements": ["C", "C", "C", "C", "C", "N", "N", "O", "O", "O", "O", "O", "H", "H", "H", "H", "H", "H", "H", "H", "H"], "coordinates": [[3.0585, 1.1688, 0.1085], [-0.6224, -0.0240, -1.3297], [-2.2751, -0.9023, 0.3135], [-1.2015, 1.1571, 0.8144], [-0.9945, -0.2190, 0.2008], [1.4504, -0.4543, 0.7547], [2.1243, -1.1843, 0.0028], [2.4107, 1.6287, -0.7793], [3.6967, 1.2614, 1.0612], [3.2776, -0.7853, -0.3432], [1.7533, -2.2626, -0.3941], [-0.1019, -0.9812, 0.9323], [-1.2165, 0.7033, -1.9958], [0.4674, 0.2315, -1.3206], [-0.5823, -0.9650, -1.8215], [-2.8537, -0.3300, -0.4506], [-2.7919, -0.8159, 1.3531], [-2.1776, -1.9195, 0.0980], [-1.7239, 1.2203, 1.7255], [-0.0694, 1.6077, 0.9884], [-1.6281, 1.8647, 0.0817]], "forces_ev_per_a": [[-1.38, 1.85, -2.18], [1.33, 0.72, 0.48], [-2.93, 1.08, 1.07], [4.46, 2.49, -1.33], [0.43, 2.21, -0.90], [-3.83, 2.09, 2.26], [0.05, -2.20, -0.96], [0.51, -0.72, 0.19], [1.54, -0.05, 2.06], [0.46, 0.96, 0.23], [-0.84, -2.24, -1.04], [4.07, -0.44, -0.30], [0.73, -0.92, 1.52], [-0.99, 0.53, -0.21], [-0.45, -1.11, -0.42], [-0.46, -0.94, 0.66], [0.98, 0.00, -1.69], [-0.09, -1.67, -0.69], [-0.65, -0.31, 1.18], [-2.82, -1.01, -0.26], [-0.12, -0.33, 0.32]], "nbo_charge": [1.0375, -0.6650, -0.5936, -0.6348, 0.2248, -0.1267, 0.5342, -0.6307, -0.5821, -0.5178, -0.5058, -0.4346, 0.1981, 0.2540, 0.2116, 0.2020, 0.1903, 0.2149, 0.1957, 0.2327, 0.1951], "spin_multiplicity": 1, "gap_ev": 9.0, "mol_weight_g_mol": 177.1, "de_lowest_kj_mol": 157.2, "total_charge": -1}

{"formula": "C5H9N3", "method": "wB97M-V/def2-TZVPD", "elements": ["C", "C", "C", "C", "N", "N", "C", "N", "H", "H", "H", "H", "H", "H", "H", "H", "H"], "coordinates": [[-2.5297, 0.3327, -0.1091], [-1.3557, -0.7296, -0.3870], [-0.1486, -0.3025, 0.0069], [0.4255, 1.0532, 0.2354], [1.8938, 1.2507, -0.0923], [2.6565, 0.0830, -0.2908], [2.1381, -1.0868, -0.1019], [0.7930, -1.2093, 0.1963], [-2.0677, 1.2767, 0.0816], [-3.4115, 0.1293, -0.8501], [-2.7561, 0.0445, 0.9781], [-1.4595, -1.9395, -0.5289], [-0.0757, 1.8386, -0.3948], [0.2994, 1.3559, 1.3133], [2.1812, 2.1160, -0.7185], [2.7928, -2.0264, 0.0837], [0.6242, -2.1863, 0.5782]], "forces_ev_per_a": [[-0.19, -4.38, 0.49], [-1.35, 0.18, 0.65], [-0.80, 0.25, -1.37], [0.11, 3.44, -0.23], [-0.36, -0.53, -1.02], [0.86, -0.06, -0.33], [0.86, 1.68, 1.00], [3.09, -6.08, 1.75], [-0.19, 0.95, -1.01], [1.59, 1.19, 1.65], [-0.78, 0.26, -1.55], [-0.19, 3.40, 0.33], [0.01, -0.80, 0.76], [-0.03, -0.40, -0.89], [-0.93, -3.06, 1.55], [-1.13, 1.90, -0.84], [-0.56, 2.07, -0.94]], "nbo_charge": [-0.6533, -0.2231, 0.1086, -0.2796, -0.4694, -0.3063, 0.1687, -0.6191, 0.2189, 0.2312, 0.2124, 0.2087, 0.2084, 0.2033, 0.3944, 0.1986, 0.3976], "spin_multiplicity": 1, "gap_ev": 8.3, "mol_weight_g_mol": 111.1, "smiles": "C/C=C1\\CNN=CN1", "de_lowest_kj_mol": 386.8}

{"formula": "C5H9N3", "method": "wB97M-V/def2-TZVPD", "elements": ["H", "N", "C", "C", "C", "C", "N", "N", "C", "H", "H", "H", "H", "H", "H", "H", "H"], "coordinates": [[-0.5208, 0.4357, 2.1751], [-1.2450, 1.0159, 1.7260], [-1.0996, 1.0540, 0.4612], [-1.9012, 2.0144, -0.3704], [0.0678, 0.2184, -0.4499], [0.4446, -0.9003, 0.0928], [0.2951, -1.4312, 1.3321], [1.2267, -1.7233, -1.0901], [2.4706, -1.4649, -1.2076], [-2.3178, 1.4928, -1.2363], [-2.7163, 2.4523, 0.2127], [-1.2502, 2.8188, -0.7233], [0.2000, 0.6146, -1.4416], [-0.6633, -1.7194, 1.5165], [0.9688, -2.1731, 1.5018], [2.9359, -0.6586, -0.5990], [3.1047, -2.0460, -1.9000]], "forces_ev_per_a": [[-0.47, 0.18, -0.34], [0.44, -0.24, -0.50], [2.46, -0.36, -0.95], [-0.36, -0.35, 0.06], [-4.34, 3.43, 3.07], [3.26, -1.40, -4.86], [-0.05, -1.02, 0.41], [0.05, 0.06, 2.73], [-0.77, 0.35, 0.70], [0.03, 0.16, -0.06], [0.18, -0.10, -0.03], [0.00, -0.10, -0.05], [0.18, -0.51, -0.13], [0.23, -0.04, 0.19], [-0.40, 0.02, 0.02], [0.05, -0.51, -0.36], [-0.47, 0.43, 0.10]], "nbo_charge": [0.3526, -0.6602, 0.3132, -0.6806, -0.3577, 0.3228, -0.8425, -0.4111, -0.0782, 0.2178, 0.2334, 0.2263, 0.2306, 0.4012, 0.3963, 0.1552, 0.1808], "spin_multiplicity": 1, "gap_ev": 9.6, "mol_weight_g_mol": 111.1, "smiles": "[H]/N=C(C)\\C=C(/N)N=C", "de_lowest_kj_mol": 292.9}